Record 1
71
Properties=species:S:1:pos:R:3 method="wB97M-V/def2-TZVPD" e_above_lowest_kj_mol=0.0 multiplicity=5 orbital_gap_ev="7.73 / 3.84" charge=+3 lumo_energy_ev="-9.264 / -13.147" total_energy_ev=-95005.23462
Co -0.32330 0.08909 -0.55591
P -2.07109 0.51927 -1.40064
P -1.10973 1.51399 1.65255
P 1.37035 -0.67810 -1.37465
H 0.75213 -0.84142 2.91485
C 1.79263 -0.96359 2.61998
C 2.77000 -0.07689 2.86700
H 2.58963 0.93201 3.26533
C -3.51064 -0.40621 -0.74643
C -2.80104 2.22447 -1.41538
C -2.11315 0.20638 -3.19805
C -0.21836 1.69183 3.26400
C -1.28860 3.33543 1.28675
C -2.81641 1.22976 2.36611
C 3.07419 -0.35335 -0.74879
C 1.60028 -0.08041 -3.10871
C 1.60471 -2.49429 -1.68303
H 2.01592 -1.92922 2.17666
H 3.81110 -0.34968 2.64915
H -3.32107 -1.49878 -0.84307
H -4.42828 -0.16496 -1.33079
H -3.66481 -0.09764 0.31946
H -3.60514 2.27320 -2.16973
H -2.01213 2.95205 -1.66939
H -3.19309 2.48570 -0.41843
H -3.15251 0.17278 -3.54892
H -1.59566 -0.73734 -3.40309
H -1.56249 1.01299 -3.69997
H -0.90899 1.92045 4.09209
H 0.52535 2.49627 3.20621
H 0.30326 0.76262 3.49915
H -2.21489 3.75983 1.70627
H -1.32730 3.46016 0.20175
H -0.42450 3.88764 1.67772
H -2.90154 1.56581 3.40914
H -3.05267 0.15960 2.36058
H -3.58714 1.75538 1.79140
H 3.79218 -0.75222 -1.48516
H 3.20527 -0.79220 0.24764
H 3.20683 0.72833 -0.66797
H 1.43838 -0.93107 -3.78839
H 2.63621 0.27752 -3.19240
H 0.89103 0.72851 -3.33674
H 2.60009 -2.69849 -2.09404
H 0.85552 -2.86579 -2.39325
H 1.47678 -3.03208 -0.73757
C -0.88792 -4.12670 0.33458
C -2.23243 -4.56316 0.31257
C -2.52293 -5.93875 0.39274
C -1.52621 -6.91909 0.44803
C -0.20119 -6.49982 0.32238
C 0.10782 -5.13219 0.27695
O -0.44717 -2.81941 0.51460
H -0.98942 -2.05504 0.12489
H -3.03043 -3.83126 0.26261
H -3.55577 -6.27264 0.43897
H -1.77531 -7.98345 0.51721
H 0.59984 -7.24453 0.28122
H 1.15043 -4.82986 0.19308
N 1.56380 5.98957 2.49286
C 2.00406 5.33369 1.62316
C 2.40925 4.45717 0.56148
C 3.14641 4.86668 -0.57084
C 3.25005 3.98576 -1.63522
C 2.55723 2.76629 -1.54090
N 1.89418 2.36397 -0.46027
C 1.89065 3.16411 0.59615
H 3.59423 5.86018 -0.60470
H 3.82265 4.19393 -2.54090
H 2.65592 2.08103 -2.38006
H 1.41495 2.75620 1.47615

---

Record 2
61
Properties=species:S:1:pos:R:3 method="wB97M-V/def2-TZVPD" e_above_lowest_kj_mol=1.3 orbital_gap_ev=8.27 charge=+3 lumo_energy_ev=-9.686 total_energy_ev=-72210.34551
Ti 0.85943 -0.10343 -0.29510
C 3.13841 1.94795 0.29236
C 2.04785 2.61714 -0.52587
N 0.71808 2.05854 -0.13800
C 0.18085 2.67807 1.10463
C 0.65032 2.01613 2.40112
S 0.86260 0.18883 2.29798
C 2.63610 -0.01164 2.67870
C 3.50719 -0.20476 1.43249
N 2.93754 0.47466 0.24868
H 3.10424 2.27814 1.32739
H 4.11614 2.22860 -0.10035
H 2.21216 2.42467 -1.58412
H 2.07019 3.69703 -0.37438
H 0.07461 2.32697 -0.88060
H -0.89939 2.62890 1.04255
H 0.46128 3.73314 1.14628
H -0.08388 2.20792 3.18316
H 1.59379 2.42016 2.75610
H 2.70564 -0.89039 3.31774
H 2.93239 0.84391 3.28150
H 3.59477 -1.26554 1.21708
H 4.51111 0.16905 1.64671
H 3.43570 0.13963 -0.57453
C 1.01593 0.57371 -3.27114
O 1.13854 0.14025 -1.92540
H 0.80797 -0.27569 -3.91943
H 1.93973 1.04479 -3.60816
H 0.19564 1.28949 -3.35606
C -4.55546 1.22538 1.09715
C -3.40475 1.10676 2.07380
N -2.23576 0.50968 1.40303
C -2.26418 -0.15167 0.22241
N -1.07442 -0.54370 -0.32284
C -1.25149 -1.61332 -1.33342
C -2.28966 -1.19892 -2.36274
C -3.61393 -1.03065 -1.65343
N -3.43662 -0.41818 -0.33226
C -4.68042 -0.11427 0.39778
H -4.38323 2.02051 0.36926
H -5.47365 1.45446 1.63448
H -3.70105 0.48144 2.91744
H -3.11373 2.08354 2.46459
H -1.51805 0.20132 2.03375
H -1.57232 -2.52400 -0.81715
H -0.30492 -1.81997 -1.83382
H -2.38120 -1.95051 -3.14527
H -1.98212 -0.26059 -2.82947
H -4.10679 -1.99438 -1.50910
H -4.28886 -0.40535 -2.23878
H -4.86658 -0.90434 1.12945
H -5.49675 -0.11413 -0.31939
N 1.28444 -4.17700 0.10947
C 1.86974 -3.07441 -0.28834
O 1.42637 -1.94496 0.10047
C 3.09139 -3.20349 -1.13912
I 2.37516 -3.32243 -3.17951
H 0.45407 -4.14730 0.68471
H 1.63196 -5.09252 -0.13911
H 3.65313 -4.11130 -0.94246
H 3.74473 -2.34190 -1.07292

---

Record 3
57
Properties=species:S:1:pos:R:3 method="wB97M-V/def2-TZVPD" e_above_lowest_kj_mol=78.9 multiplicity=3 orbital_gap_ev="7.42 / 6.46" charge=+1 lumo_energy_ev="-2.649 / -3.906" total_energy_ev=-64629.69699
Pt 0.25272 -0.28725 0.52721
C 0.14399 -3.86559 1.28522
C 0.05470 -3.45978 -0.15406
C -0.53379 -4.28980 -1.10531
C -0.44868 -3.96716 -2.44451
C 0.28457 -2.84933 -2.83259
C 0.81565 -2.04200 -1.84494
N 0.65593 -2.32140 -0.53896
Sb 2.28573 -0.53293 -2.36738
C 3.22615 -0.58888 -0.40796
C 4.60075 -0.75089 -0.35575
C 5.22848 -0.80594 0.88028
C 4.46605 -0.69374 2.02444
C 3.08958 -0.52057 1.92399
C 2.24312 -0.35594 3.14989
N 2.49558 -0.47267 0.71723
C 1.23497 1.29963 -1.90515
C 0.97118 2.22465 -2.89851
C 0.40498 3.43936 -2.53920
C 0.16408 3.70195 -1.20429
C 0.46004 2.73864 -0.24772
C 0.23732 3.00031 1.21395
N 0.97166 1.54996 -0.61083
H -0.76763 -4.36145 1.61551
H 0.33328 -3.00653 1.92019
H 0.97430 -4.56810 1.39675
H -1.04112 -5.18894 -0.78026
H -0.91158 -4.60269 -3.18955
H 0.44014 -2.61746 -3.87834
H 5.17114 -0.83451 -1.27168
H 6.30166 -0.93604 0.94642
H 4.92525 -0.74412 3.00254
H 2.76888 -0.71115 4.03523
H 1.30225 -0.89553 3.05537
H 2.00988 0.70169 3.30288
H 1.19980 1.99843 -3.93222
H 0.16459 4.17978 -3.29207
H -0.25436 4.65070 -0.89234
H -0.68069 3.56411 1.37861
H 1.06783 3.58499 1.61592
H 0.18368 2.06519 1.77008
C -4.29063 2.09642 -1.90898
N -3.93038 1.91430 -0.51048
C -4.60402 2.43680 0.58900
C -3.99109 1.96874 1.68954
N -2.94055 1.17731 1.25091
C -2.92034 1.12068 -0.09599
S -1.86190 0.26228 -1.11154
H -5.10410 2.81356 -1.96910
H -4.60577 1.14870 -2.34077
H -3.43193 2.46385 -2.46886
H -5.45336 3.08987 0.48405
H -4.19914 2.13375 2.73256
H -2.38480 0.53015 1.80154
S -3.39393 -2.75762 1.42874
C -2.15179 -1.78205 1.60316
N -1.22832 -1.04571 1.75815

---

Record 4
65
Properties=species:S:1:pos:R:3 method="wB97M-V/def2-TZVPD" multiplicity=6 orbital_gap_ev="7.33 / 5.96" charge=-1 lumo_energy_ev="1.915 / 0.477" total_energy_ev=-94882.04846
Cr -2.93427 0.51295 -1.28878
O -4.44660 -2.01696 -1.22656
Cl -3.05443 -1.89282 -1.63899
O -2.20114 -2.70064 -0.76511
O -2.93435 0.38464 0.56226
O -2.88629 -2.33856 -3.00529
N -3.00197 3.14724 0.66297
C -3.78727 3.22089 -0.44222
O -3.74283 2.26513 -1.29163
C -4.60767 4.34468 -0.65811
C -4.65388 5.34837 0.32839
N -4.64188 6.12533 1.18478
C -5.37181 4.47012 -1.83944
N -6.00625 4.59781 -2.79439
H -2.82234 2.18836 0.95739
H -3.18388 3.81820 1.39328
C 4.95724 -3.89265 2.76449
C 3.93565 -3.03746 2.06735
C 4.31508 -1.95764 1.28428
C 3.38026 -1.15593 0.63465
C 3.88892 -0.00611 -0.19854
C 2.01710 -1.44606 0.78815
Te 0.67867 0.02361 -0.16288
N -1.02897 0.60586 -1.47223
C -1.12313 0.65837 -2.78115
O -2.31328 0.79779 -3.23852
C 0.04902 0.60349 -3.69606
C 0.29452 1.66054 -4.56394
C 1.39986 1.62262 -5.39981
C 2.24989 0.52550 -5.38435
C 1.99364 -0.53892 -4.53168
C 0.89575 -0.49981 -3.68414
C -0.65899 0.22352 1.46181
C -2.06104 -0.36353 1.38470
C -2.71882 -0.41834 2.73030
C -2.22105 0.21656 3.81916
C -0.98552 0.88913 3.75113
C -0.18638 0.85942 2.57697
C 1.18223 1.48925 2.66042
C 1.61174 -2.55397 1.54039
C 0.17318 -2.94142 1.68898
C 2.58206 -3.32159 2.17788
H 5.96887 -3.53586 2.57325
H 4.89519 -4.92894 2.42747
H 4.79701 -3.89200 3.84419
H 5.36941 -1.72683 1.17052
H 4.97837 -0.00517 -0.20366
H 3.55231 0.95844 0.18736
H 3.55098 -0.06834 -1.23529
H -0.38490 2.50283 -4.58008
H 1.59449 2.45054 -6.06963
H 3.10751 0.49639 -6.04458
H 2.64210 -1.40582 -4.52961
H 0.67412 -1.33816 -3.03310
H -1.99371 -1.38307 0.99212
H -3.67824 -0.91866 2.75545
H -2.77493 0.22164 4.75016
H -0.60942 1.41878 4.61692
H 1.27389 2.07870 3.57236
H 1.37584 2.14782 1.81184
H 1.96680 0.72798 2.67600
H -0.38574 -2.76294 0.77324
H -0.30048 -2.37555 2.49537
H 0.08636 -4.00130 1.92896
H 2.26343 -4.17746 2.76478

---

Record 5
12
Properties=species:S:1:pos:R:3 method="wB97M-V/def2-TZVPD" e_above_lowest_kj_mol=106.0 multiplicity=3 orbital_gap_ev="7.49 / 7.76" charge=0 lumo_energy_ev="0.950 / -2.302" total_energy_ev=-16029.43174
C 0.23214 -1.27323 0.36159
C -1.43423 0.26235 -0.16933
C -0.10829 0.12384 0.48243
N 0.88904 0.92807 -0.44828
O 1.25950 -1.63755 -0.09384
P 2.37527 0.70680 -0.08960
H -0.61191 -2.07812 0.63314
H -1.32190 0.89724 -1.00020
H -2.28209 0.53601 0.38137
H -1.66931 -0.63742 -0.69181
H -0.13254 0.44746 1.59341
H 2.80432 1.72455 -0.95888

---

Repeat the fourth record exactly.
65
Properties=species:S:1:pos:R:3 method="wB97M-V/def2-TZVPD" multiplicity=6 orbital_gap_ev="7.33 / 5.96" charge=-1 lumo_energy_ev="1.915 / 0.477" total_energy_ev=-94882.04846
Cr -2.93427 0.51295 -1.28878
O -4.44660 -2.01696 -1.22656
Cl -3.05443 -1.89282 -1.63899
O -2.20114 -2.70064 -0.76511
O -2.93435 0.38464 0.56226
O -2.88629 -2.33856 -3.00529
N -3.00197 3.14724 0.66297
C -3.78727 3.22089 -0.44222
O -3.74283 2.26513 -1.29163
C -4.60767 4.34468 -0.65811
C -4.65388 5.34837 0.32839
N -4.64188 6.12533 1.18478
C -5.37181 4.47012 -1.83944
N -6.00625 4.59781 -2.79439
H -2.82234 2.18836 0.95739
H -3.18388 3.81820 1.39328
C 4.95724 -3.89265 2.76449
C 3.93565 -3.03746 2.06735
C 4.31508 -1.95764 1.28428
C 3.38026 -1.15593 0.63465
C 3.88892 -0.00611 -0.19854
C 2.01710 -1.44606 0.78815
Te 0.67867 0.02361 -0.16288
N -1.02897 0.60586 -1.47223
C -1.12313 0.65837 -2.78115
O -2.31328 0.79779 -3.23852
C 0.04902 0.60349 -3.69606
C 0.29452 1.66054 -4.56394
C 1.39986 1.62262 -5.39981
C 2.24989 0.52550 -5.38435
C 1.99364 -0.53892 -4.53168
C 0.89575 -0.49981 -3.68414
C -0.65899 0.22352 1.46181
C -2.06104 -0.36353 1.38470
C -2.71882 -0.41834 2.73030
C -2.22105 0.21656 3.81916
C -0.98552 0.88913 3.75113
C -0.18638 0.85942 2.57697
C 1.18223 1.48925 2.66042
C 1.61174 -2.55397 1.54039
C 0.17318 -2.94142 1.68898
C 2.58206 -3.32159 2.17788
H 5.96887 -3.53586 2.57325
H 4.89519 -4.92894 2.42747
H 4.79701 -3.89200 3.84419
H 5.36941 -1.72683 1.17052
H 4.97837 -0.00517 -0.20366
H 3.55231 0.95844 0.18736
H 3.55098 -0.06834 -1.23529
H -0.38490 2.50283 -4.58008
H 1.59449 2.45054 -6.06963
H 3.10751 0.49639 -6.04458
H 2.64210 -1.40582 -4.52961
H 0.67412 -1.33816 -3.03310
H -1.99371 -1.38307 0.99212
H -3.67824 -0.91866 2.75545
H -2.77493 0.22164 4.75016
H -0.60942 1.41878 4.61692
H 1.27389 2.07870 3.57236
H 1.37584 2.14782 1.81184
H 1.96680 0.72798 2.67600
H -0.38574 -2.76294 0.77324
H -0.30048 -2.37555 2.49537
H 0.08636 -4.00130 1.92896
H 2.26343 -4.17746 2.76478